No. 1
Formula: C15H31Br2InO13
Source: the Open Molecules 2025 dataset
Level of theory: ωB97M-V/def2-TZVPD

Geometry (Å):
In: -0.851 -1.475 1.033
C: 0.356 2.124 -0.895
O: 0.192 0.960 -0.278
H: 0.857 2.896 -0.286
H: 1.141 1.934 -1.676
H: -0.558 2.478 -1.380
Br: 0.240 5.819 4.671
C: 1.508 5.944 3.150
C: 0.941 5.402 1.871
Br: -0.685 6.395 1.371
H: 2.437 5.436 3.418
H: 1.862 6.969 3.054
H: 0.714 4.337 1.888
H: 1.613 5.556 1.027
C: -2.310 2.702 1.301
O: -1.659 3.017 2.512
C: -1.201 2.029 3.237
O: -1.302 0.851 3.000
O: -0.533 2.530 4.258
C: -0.308 1.641 5.366
H: -2.299 3.584 0.659
H: -3.349 2.413 1.452
H: -1.784 1.929 0.726
H: -1.245 1.140 5.600
H: 0.000 2.246 6.212
H: 0.454 0.899 5.138
C: 1.355 -1.065 -3.445
O: 1.213 -2.484 -3.500
C: 0.593 -3.070 -2.474
O: -0.087 -2.494 -1.651
O: 0.784 -4.364 -2.567
C: 0.129 -5.167 -1.556
H: 1.602 -0.772 -4.460
H: 2.150 -0.845 -2.733
H: 0.441 -0.550 -3.145
H: 0.350 -4.782 -0.562
H: 0.548 -6.160 -1.658
H: -0.940 -5.105 -1.741
C: 3.364 0.453 -0.082
O: 4.020 -0.787 0.023
C: 3.259 -1.895 0.071
O: 2.051 -1.934 0.128
O: 4.089 -2.905 0.094
C: 3.539 -4.236 0.019
H: 2.661 0.562 0.751
H: 2.812 0.555 -1.023
H: 4.110 1.243 -0.105
H: 4.366 -4.937 0.037
H: 3.106 -4.305 -0.982
H: 2.832 -4.439 0.818
C: -3.250 0.501 -1.477
O: -3.900 -0.451 -2.283
C: -3.564 -1.724 -2.102
O: -2.834 -2.153 -1.239
O: -4.160 -2.418 -3.036
C: -3.956 -3.820 -3.157
H: -3.382 0.335 -0.408
H: -3.640 1.484 -1.742
H: -2.191 0.583 -1.752
H: -4.885 -4.288 -3.464
H: -3.640 -4.187 -2.177
H: -3.175 -4.134 -3.850

Results
- maximum force (eV Å⁻¹) = 2.077
- E_tot (eV) = -187912.0112
- total charge = +2
- HOMO energy (eV) = -14.941

No. 2
Formula: C15H31Br9N
Source: the Open Molecules 2025 dataset
Level of theory: ωB97M-V/def2-TZVPD

Geometry (Å):
Br: -4.635 -1.232 1.453
C: -3.098 -2.209 0.670
C: -2.049 -1.281 -0.043
C: -2.189 0.237 0.339
C: -0.925 0.978 -0.205
C: -1.014 1.885 -1.478
C: 0.507 2.374 -1.529
N: 1.011 2.306 -0.100
C: -0.211 2.023 0.748
H: -2.585 -2.716 1.513
H: -3.460 -3.020 0.012
H: -2.163 -1.439 -1.140
H: -1.027 -1.651 0.227
H: -3.105 0.689 -0.074
H: -2.158 0.327 1.446
H: -0.137 0.229 -0.461
H: -1.578 2.806 -1.213
H: -1.402 1.476 -2.424
H: 0.599 3.350 -2.034
H: 1.043 1.529 -2.012
H: 1.610 3.071 0.211
H: 1.537 1.432 0.033
H: -0.707 3.019 0.733
H: -0.013 1.671 1.777
Br: 2.637 -1.434 0.466
C: 3.916 -0.402 1.507
C: 3.562 -0.437 2.967
Br: 2.040 0.719 3.339
H: 3.923 0.603 1.092
H: 4.885 -0.867 1.333
H: 4.381 -0.049 3.570
H: 3.292 -1.428 3.324
Br: 0.192 -3.891 -0.871
C: 0.563 -2.447 -2.129
C: 0.345 -2.877 -3.553
Br: 1.812 -3.984 -4.196
H: 1.579 -2.115 -1.936
H: -0.134 -1.653 -1.861
H: 0.330 -2.012 -4.213
H: -0.569 -3.450 -3.692
Br: 1.104 0.309 -6.000
C: -0.625 0.452 -6.889
C: -1.714 0.796 -5.909
Br: -2.224 -0.757 -4.847
H: -0.795 -0.490 -7.404
H: -0.505 1.246 -7.624
H: -2.621 1.097 -6.429
H: -1.425 1.577 -5.211
Br: -0.894 -0.182 5.654
C: -0.475 0.544 7.413
C: 0.922 1.106 7.452
Br: 2.258 -0.308 7.560
H: -0.636 -0.256 8.130
H: -1.210 1.330 7.581
H: 1.068 1.706 8.350
H: 1.166 1.703 6.577

Results
- maximum force (eV Å⁻¹) = 2.389
- E_tot (eV) = -647924.3004
- total charge = +1
- HOMO energy (eV) = -12.026

No. 3
Formula: C15H31CdIP2
Source: the Open Molecules 2025 dataset
Level of theory: ωB97M-V/def2-TZVPD

Geometry (Å):
P: 0.401 -0.585 -5.311
P: 1.318 3.039 -4.690
C: 0.855 0.779 -6.421
C: 1.947 1.575 -5.732
H: -0.053 1.372 -6.594
H: 1.231 0.351 -7.359
H: 2.485 0.879 -5.039
H: 2.687 2.025 -6.406
C: -0.429 2.815 -4.228
H: -0.586 3.481 -3.356
H: -0.752 1.808 -3.877
H: -1.090 3.078 -5.071
C: 1.630 4.618 -5.547
H: 0.978 4.727 -6.418
H: 2.665 4.702 -5.882
H: 1.372 5.431 -4.858
C: -0.893 -1.239 -6.532
H: -1.105 -2.313 -6.401
H: -0.486 -1.093 -7.550
H: -1.835 -0.687 -6.452
C: 1.498 -1.983 -5.960
H: 2.476 -1.974 -5.475
H: 1.629 -1.884 -7.044
H: 1.046 -2.970 -5.775
Cd: 2.405 2.110 -3.028
C: -2.148 -0.064 -2.769
C: -2.634 -0.622 -3.907
C: -3.270 -1.975 -4.095
C: -2.450 -3.086 -3.391
C: -1.029 -3.221 -3.804
C: -0.017 -2.468 -3.359
C: 0.047 -1.463 -2.234
C: -1.238 -0.704 -1.776
C: 2.182 1.311 -1.131
H: -2.477 0.949 -2.452
H: -2.773 0.042 -4.772
H: -3.322 -2.207 -5.179
H: -4.303 -2.071 -3.700
H: -2.539 -2.906 -2.310
H: -2.892 -4.072 -3.579
H: -0.786 -4.074 -4.431
H: 0.998 -2.659 -3.779
H: 0.844 -0.735 -2.499
H: 0.464 -2.003 -1.354
H: -1.856 -1.361 -1.123
H: -0.847 0.122 -1.158
H: 3.078 1.474 -0.530
H: 1.951 0.254 -1.232
H: 1.318 1.900 -0.788
I: 4.828 3.419 -3.509

Results
- maximum force (eV Å⁻¹) = 4.005
- E_tot (eV) = -47296.7430
- total charge = 0
- HOMO energy (eV) = -7.797

No. 4
Formula: C15H31ClO4P2Sn
Source: the Open Molecules 2025 dataset
Level of theory: ωB97M-V/def2-TZVPD

Geometry (Å):
P: 1.353 -1.200 2.200
P: -1.194 -3.041 -0.181
C: 0.992 -1.234 0.385
C: -0.468 -1.395 -0.018
H: 1.605 -2.046 -0.035
H: 1.349 -0.271 -0.005
H: -1.143 -0.926 0.738
H: -0.616 -0.981 -1.030
C: -0.479 -4.080 -1.487
H: -1.046 -5.012 -1.405
H: 0.556 -4.308 -1.227
H: -0.554 -3.683 -2.500
C: -2.850 -2.706 -0.852
H: -2.734 -2.482 -1.926
H: -3.314 -1.872 -0.294
H: -3.439 -3.631 -0.695
C: 3.124 -1.314 2.263
H: 3.384 -1.611 3.279
H: 3.603 -0.352 2.028
H: 3.476 -2.074 1.559
C: 0.833 0.487 2.718
H: 0.314 1.076 1.914
H: 1.729 1.032 3.084
H: 0.120 0.346 3.547
Sn: -1.148 2.023 -0.441
C: -0.904 2.711 -2.576
C: -0.210 1.475 -2.367
C: 1.291 1.409 -2.491
C: 1.968 2.438 -1.580
C: 1.177 2.694 -0.331
C: 0.254 3.762 -0.200
C: 0.058 4.743 -1.332
C: -0.271 4.072 -2.667
C: 0.348 -2.308 3.126
H: -1.838 2.681 -3.174
H: -0.677 0.508 -2.563
H: 1.621 1.539 -3.538
H: 1.605 0.404 -2.176
H: 2.959 2.052 -1.311
H: 2.189 3.340 -2.173
H: 1.706 2.370 0.577
H: 0.219 4.230 0.789
H: 0.957 5.372 -1.488
H: -0.767 5.422 -1.067
H: -0.965 4.747 -3.190
H: 0.630 4.075 -3.281
H: -0.590 -1.803 3.396
H: 0.829 -2.609 4.060
H: 0.060 -3.186 2.528
O: -4.490 -2.310 1.719
Cl: -3.752 -1.567 2.784
O: -2.729 -0.647 2.123
O: -3.029 -2.484 3.717
O: -1.104 -3.876 1.066

Results
- maximum force (eV Å⁻¹) = 4.333
- E_tot (eV) = -61154.4186
- total charge = +2
- HOMO energy (spin up / spin down) (eV) = -15.151 / -14.722

- What is the formula in the fourth record?
  C15H31ClO4P2Sn